The following is a DFT calculation (the ωB97M-V functional and the def2-TZVPD basis) of 3 unconnected molecules or ions with the total composition C35H55BClF2IN2O13PS2.

Calculated values
2S+1 = 1
E_HOMO = -10.95 eV
molecular weight = 1018.10 g mol⁻¹
Kohn-Sham gap = 0.278 hartree
net charge = +1

Last column: Mulliken charge in e.
Atoms and positions in Å:
C: -3.184 6.604 -0.344  -1.333
C: -3.587 5.201 -0.786  -0.330
N: -2.651 4.180 -0.313  -0.331
C: -2.718 2.917 -1.062  -1.047
C: -1.669 2.865 -2.199  -0.180
C: -2.421 2.487 -3.503  -2.036
B: -3.282 1.153 -3.544  1.283
O: -4.557 1.249 -3.014  -0.667
O: -2.809 -0.015 -4.088  -0.515
C: -0.288 2.162 -1.928  3.265
C: 0.785 3.224 -2.325  -1.786
C: 0.681 3.884 -3.696  -0.101
F: 1.483 5.019 -3.643  -0.427
C: -0.025 0.814 -2.665  -1.607
C: 0.249 0.752 -4.175  -1.317
C: 1.748 0.491 -4.454  -0.336
C: 2.240 1.016 -5.816  -1.037
S: 3.806 1.823 -5.574  1.061
O: 3.647 2.851 -4.587  -0.466
O: 4.833 0.828 -5.456  -0.533
Cl: 4.006 2.750 -7.352  -0.221
C: -0.032 1.741 -0.405  -1.492
C: 1.176 2.348 0.322  -1.235
C: 2.509 1.659 -0.020  -0.639
C: 2.670 0.363 0.774  -1.339
I: 4.436 -0.669 0.194  0.084
N: -1.201 1.930 0.567  -0.191
P: -1.085 0.797 2.039  0.831
S: -1.318 1.722 3.689  -0.300
C: -2.553 1.795 -0.078  0.338
F: -2.518 0.587 -0.721  -0.624
O: -3.417 1.776 0.969  -0.435
C: -4.817 1.530 0.669  -0.912
C: -5.333 0.313 1.430  0.710
C: -5.063 0.479 2.936  -1.598
C: -4.834 -1.026 0.863  1.532
C: -5.222 -2.203 1.773  -1.724
C: -5.399 -1.275 -0.541  -1.253
H: -2.134 6.791 -0.571  0.317
H: -3.383 6.772 0.715  0.338
H: -3.777 7.336 -0.899  0.419
H: -4.614 4.994 -0.448  0.342
H: -3.615 5.164 -1.881  0.335
H: -2.830 4.012 0.670  0.410
H: -3.713 2.811 -1.506  0.929
H: -1.413 3.924 -2.286  1.138
H: -3.172 3.280 -3.627  0.262
H: -1.782 2.564 -4.384  0.458
H: -5.112 0.484 -3.173  0.278
H: -3.477 -0.638 -4.370  0.270
H: 1.795 2.830 -2.248  0.189
H: 0.664 4.065 -1.634  0.857
H: -0.322 4.234 -3.939  0.134
H: 1.081 3.268 -4.501  0.095
H: 0.873 0.390 -2.196  1.024
H: -0.831 0.123 -2.397  0.136
H: -0.313 -0.091 -4.581  0.579
H: -0.076 1.624 -4.735  0.197
H: 1.948 -0.579 -4.404  0.550
H: 2.342 0.968 -3.668  -0.110
H: 2.427 0.235 -6.554  0.596
H: 1.569 1.751 -6.268  0.483
H: 0.129 0.659 -0.384  0.596
H: 1.032 2.182 1.401  0.768
H: 1.232 3.431 0.221  0.409
H: 2.567 1.400 -1.078  0.140
H: 3.336 2.329 0.217  0.618
H: 2.710 0.531 1.847  0.653
H: 1.866 -0.349 0.564  0.337
H: -1.121 2.850 1.012  0.887
H: 0.201 0.308 1.816  -0.146
H: -1.961 -0.219 1.657  0.002
H: -5.358 2.419 1.004  0.391
H: -4.963 1.444 -0.410  0.194
H: -6.421 0.342 1.274  0.512
H: -4.107 0.031 3.223  0.249
H: -5.011 1.534 3.218  0.372
H: -5.838 -0.007 3.529  0.429
H: -3.740 -1.016 0.792  -0.661
H: -6.261 -2.114 2.098  0.360
H: -5.100 -3.145 1.236  0.470
H: -4.582 -2.256 2.659  0.367
H: -4.886 -2.125 -1.003  0.462
H: -6.460 -1.536 -0.489  0.472
H: -5.261 -0.421 -1.209  -0.170
C: 0.568 -2.683 4.827  -1.258
C: 0.696 -3.733 5.656  0.358
C: 2.035 -4.392 5.907  0.924
O: 2.040 -5.331 6.674  -0.602
C: 3.205 -3.871 5.222  -0.821
C: 3.067 -2.825 4.402  0.182
C: 1.737 -2.169 4.157  1.091
O: 1.713 -1.224 3.380  -0.475
O: 4.105 -2.301 3.740  -0.586
O: -0.306 -4.281 6.313  -0.572
H: -0.382 -2.201 4.645  0.516
H: 4.160 -4.349 5.386  0.708
H: 3.789 -1.559 3.189  0.146
H: 0.073 -5.013 6.839  0.370
C: 6.911 -7.146 3.550  -1.132
C: 7.445 -7.729 2.466  0.294
C: 7.367 -7.096 1.095  1.061
O: 7.896 -7.703 0.183  -0.614
C: 6.674 -5.834 0.954  -0.889
C: 6.135 -5.251 2.035  0.414
C: 6.238 -5.875 3.410  0.939
O: 5.743 -5.268 4.344  -0.578
O: 5.482 -4.099 1.968  -0.460
O: 8.083 -8.885 2.486  -0.568
H: 6.967 -7.587 4.535  0.456
H: 6.611 -5.397 -0.032  0.445
H: 5.152 -3.843 2.852  0.252
H: 8.369 -9.059 1.569  0.371



The following is a DFT calculation (the ωB97M-V functional and the def2-TZVPD basis) of a molecular structure, C35H55Br2InNO22S.

Calculated values
2S+1 = 1
E_HOMO = -4.96 eV
molecular weight = 1148.50 g mol⁻¹
Kohn-Sham gap = 0.227 hartree
net charge = -1

Last column: Mulliken charge in e.
Atoms and positions in Å:
C: 1.737 3.529 5.961  -0.490
C: 2.200 4.734 4.952  -0.407
C: 1.689 4.585 3.403  -0.502
Br: 3.363 4.376 2.256  -0.246
In: 0.408 2.772 2.969  0.732
S: -1.469 2.384 4.570  -0.517
N: -0.491 3.131 1.016  -0.632
C: -1.517 2.234 0.814  0.771
O: -2.473 1.382 0.430  -0.683
C: 1.808 0.985 2.705  -0.246
Br: 0.836 -0.615 3.411  -0.260
C: 2.140 0.891 1.096  -0.082
C: 3.739 0.666 0.751  -0.696
H: 2.300 3.729 6.995  0.289
H: 0.585 3.548 6.236  0.176
H: 2.111 2.463 5.609  0.068
H: 3.392 4.739 4.957  0.244
H: 1.869 5.781 5.408  0.208
H: 1.138 5.589 3.104  0.335
H: -1.854 3.672 5.043  0.051
H: 2.765 1.237 3.366  0.118
H: 1.557 -0.006 0.603  0.258
H: 1.813 1.903 0.587  0.107
H: 4.204 1.724 0.508  0.020
H: 4.327 0.075 1.578  0.224
H: 3.810 0.045 -0.263  0.261
C: -1.755 1.716 -2.446  -1.438
C: -0.913 1.131 -3.561  0.585
C: -1.273 -0.283 -3.904  -0.432
O: -0.056 -0.788 -4.423  -0.352
C: 0.936 -0.101 -3.784  0.608
O: 2.110 -0.433 -3.771  -0.608
O: 0.441 1.008 -3.153  -0.293
H: -2.807 1.786 -2.739  0.362
H: -1.682 1.111 -1.536  0.257
H: -1.396 2.717 -2.183  0.448
H: -0.945 1.783 -4.443  0.173
H: -2.071 -0.344 -4.649  0.340
H: -1.549 -0.887 -3.033  0.297
C: -3.702 -3.067 -8.076  -1.364
C: -2.706 -3.355 -6.971  0.561
C: -2.894 -4.697 -6.330  -0.548
O: -2.367 -4.490 -5.033  -0.333
C: -2.580 -3.171 -4.749  0.666
O: -2.501 -2.682 -3.635  -0.558
O: -2.900 -2.469 -5.879  -0.299
H: -3.583 -3.766 -8.909  0.382
H: -4.732 -3.132 -7.706  0.295
H: -3.571 -2.047 -8.450  0.266
H: -1.682 -3.223 -7.340  0.264
H: -2.352 -5.491 -6.851  0.341
H: -3.945 -4.989 -6.228  0.310
C: -6.357 -1.119 -13.548  -1.446
C: -5.361 -1.407 -12.443  0.488
C: -5.549 -2.749 -11.803  -0.564
O: -5.022 -2.542 -10.505  -0.182
C: -5.235 -1.223 -10.222  0.637
O: -5.156 -0.735 -9.107  -0.535
O: -5.555 -0.522 -11.352  -0.336
H: -6.238 -1.818 -14.381  0.371
H: -7.387 -1.184 -13.179  0.355
H: -6.226 -0.099 -13.923  0.352
H: -4.337 -1.275 -12.813  0.252
H: -5.007 -3.543 -12.323  0.334
H: -6.600 -3.041 -11.701  0.308
C: -5.149 -2.902 -0.981  -1.415
C: -6.039 -4.105 -0.744  0.556
C: -5.744 -5.258 -1.656  -0.330
O: -6.991 -5.925 -1.714  -0.331
C: -7.941 -4.958 -1.546  0.628
O: -9.126 -5.102 -1.795  -0.571
O: -7.387 -3.802 -1.067  -0.344
H: -4.103 -3.135 -0.766  0.388
H: -5.227 -2.552 -2.016  0.274
H: -5.462 -2.067 -0.346  0.393
H: -6.000 -4.404 0.311  0.220
H: -4.966 -5.917 -1.261  0.333
H: -5.473 -4.952 -2.672  0.193
C: 4.489 -2.411 7.154  -1.608
C: 4.050 -0.969 7.309  0.928
C: 2.624 -0.732 6.915  -0.399
O: 2.639 0.631 6.531  -0.183
C: 3.896 0.871 6.054  0.576
O: 4.210 1.848 5.395  -0.494
O: 4.757 -0.132 6.407  -0.381
H: 3.927 -3.070 7.823  0.346
H: 4.353 -2.757 6.123  0.394
H: 5.556 -2.511 7.377  0.347
H: 4.252 -0.619 8.329  0.045
H: 1.926 -0.898 7.741  0.134
H: 2.305 -1.326 6.051  0.183
C: 6.727 3.066 -1.820  -1.438
C: 6.962 4.441 -1.230  0.523
C: 8.393 4.698 -0.862  -0.525
O: 8.271 5.654 0.175  -0.333
C: 7.079 5.393 0.787  0.584
O: 6.751 5.831 1.877  -0.525
O: 6.302 4.569 0.020  -0.205
H: 7.259 2.946 -2.768  0.386
H: 7.054 2.279 -1.131  0.353
H: 5.658 2.903 -1.993  0.341
H: 6.572 5.214 -1.903  0.219
H: 8.975 5.098 -1.697  0.312
H: 8.904 3.819 -0.457  0.316
C: 0.644 1.462 12.223  -1.525
C: 1.487 0.877 11.108  0.602
C: 1.127 -0.537 10.765  -0.529
O: 2.343 -1.042 10.246  -0.309
C: 3.336 -0.355 10.885  0.673
O: 4.509 -0.688 10.898  -0.574
O: 2.840 0.753 11.516  -0.348
H: -0.407 1.531 11.930  0.381
H: 0.717 0.856 13.133  0.356
H: 1.003 2.463 12.486  0.358
H: 1.454 1.528 10.226  0.284
H: 0.328 -0.598 10.020  0.344
H: 0.851 -1.141 11.636  0.325



The following is a DFT calculation (the ωB97M-V functional and the def2-TZVPD basis) of a molecular structure, C35H55CaNO7SSi2Te.

Calculated values
2S+1 = 1
E_HOMO = -7.57 eV
molecular weight = 857.74 g mol⁻¹
Kohn-Sham gap = 0.244 hartree
net charge = 0
ΔE to the lowest compared entry with this formula, charge and spin = 21.2 kcal per mole

Last column: Mulliken charge in e.
Atoms and positions in Å:
Ca: 0.384 0.665 0.794  2.074
C: 1.536 4.738 -0.575  -1.484
C: 2.469 3.553 -0.525  0.571
C: 2.691 2.761 -1.649  -0.109
C: 3.592 1.695 -1.617  0.639
C: 3.938 0.925 -2.864  -1.619
C: 4.237 1.408 -0.419  -0.495
C: 4.043 2.188 0.719  0.216
C: 4.804 1.915 1.993  -1.527
C: 3.160 3.258 0.647  -0.364
H: 1.188 5.007 0.424  0.293
H: 0.665 4.551 -1.211  0.121
H: 2.039 5.614 -0.990  0.536
H: 2.185 3.009 -2.579  0.348
H: 4.258 -0.090 -2.629  0.353
H: 4.758 1.410 -3.398  0.457
H: 3.096 0.867 -3.552  0.173
H: 4.937 0.578 -0.381  0.439
H: 5.710 2.523 2.037  0.420
H: 5.114 0.871 2.066  0.368
H: 4.212 2.159 2.876  0.371
H: 2.998 3.868 1.529  0.399
C: -2.570 2.098 2.175  -1.721
C: -1.518 2.977 1.530  1.979
C: -2.025 4.380 1.292  -1.783
O: -1.154 2.355 0.234  0.140
C: -0.259 3.008 2.448  -0.241
O: -0.293 3.662 3.462  -0.693
O: 0.737 2.281 2.008  -0.336
H: -3.494 2.111 1.596  0.471
H: -2.769 2.482 3.175  0.450
H: -2.246 1.061 2.292  0.044
H: -2.916 4.354 0.662  0.409
H: -1.267 4.997 0.805  0.305
H: -2.264 4.839 2.249  0.365
H: -0.399 2.880 -0.078  -0.195
C: -1.053 2.469 -6.135  -1.144
Si: -1.390 1.880 -4.413  0.135
C: -1.531 3.322 -3.263  -0.502
C: -2.943 0.873 -4.377  -0.827
C: 0.083 0.838 -3.903  -0.359
Te: -0.112 -0.265 -2.105  -0.160
C: 1.327 -1.781 -2.563  -0.774
Si: 0.478 -3.358 -3.124  0.273
C: -0.604 -3.950 -1.725  -0.657
C: 1.774 -4.612 -3.533  -1.082
C: -0.526 -2.998 -4.639  -0.965
H: -1.857 3.125 -6.479  0.320
H: -0.980 1.631 -6.833  0.316
H: -0.117 3.034 -6.184  0.338
H: -2.369 3.956 -3.569  0.469
H: -0.624 3.935 -3.288  0.174
H: -1.712 3.009 -2.227  -0.134
H: -3.817 1.523 -4.476  0.365
H: -3.044 0.313 -3.443  0.129
H: -2.964 0.154 -5.202  0.304
H: 0.975 1.459 -3.816  -0.070
H: 0.261 0.077 -4.670  0.507
H: 1.900 -1.954 -1.647  0.430
H: 2.001 -1.338 -3.296  0.306
H: -0.499 -3.320 -0.835  -0.138
H: -0.345 -4.970 -1.427  0.478
H: -1.660 -3.949 -2.008  0.302
H: 2.446 -4.790 -2.688  0.308
H: 2.377 -4.282 -4.385  0.309
H: 1.312 -5.568 -3.798  0.335
H: -1.243 -2.189 -4.471  0.164
H: -1.094 -3.886 -4.931  0.422
H: 0.117 -2.726 -5.482  0.304
N: 2.160 -0.326 2.049  -0.396
C: 1.640 -1.052 3.197  0.885
C: 1.055 -0.362 4.247  -0.599
C: 0.555 -1.080 5.334  -0.533
C: 0.666 -2.466 5.383  -0.177
C: 1.255 -3.137 4.313  -0.806
C: 1.722 -2.436 3.217  -0.667
S: 0.101 -3.398 6.806  1.354
O: 1.315 -3.627 7.560  -0.699
O: -0.470 -4.601 6.213  -0.660
O: -0.863 -2.511 7.427  -0.704
H: 2.964 -0.808 1.663  0.253
H: 2.476 0.595 2.353  -0.229
H: 0.997 0.722 4.225  0.470
H: 0.081 -0.569 6.163  0.523
H: 1.323 -4.218 4.346  0.438
H: 2.172 -2.964 2.380  0.382
C: -3.252 -0.860 -0.242  -1.325
C: -2.300 -1.338 0.821  0.204
O: -1.136 -0.917 0.795  -0.172
C: -2.749 -2.250 1.871  0.750
C: -3.878 -3.053 1.668  -0.543
C: -4.318 -3.877 2.686  -0.803
C: -3.665 -3.855 3.917  -0.759
C: -2.560 -3.041 4.132  -0.445
C: -2.085 -2.254 3.096  0.215
H: -2.889 0.073 -0.667  -0.024
H: -4.261 -0.740 0.144  0.581
H: -3.278 -1.605 -1.044  0.419
H: -4.397 -3.048 0.718  0.419
H: -5.179 -4.514 2.534  0.407
H: -4.028 -4.472 4.731  0.465
H: -2.083 -3.023 5.103  0.360
H: -1.230 -1.608 3.253  0.167



The following is a DFT calculation (the ωB97M-V functional and the def2-TZVPD basis) of a molecular structure, C35H56AsBN2O3S2Si3V.

Calculated values
2S+1 = 3
E_HOMO (spin up / spin down) = -4.69 / -5.10 eV
molecular weight = 837.91 g mol⁻¹
Kohn-Sham gap (spin up / spin down) = 0.254 / 0.269 hartree
net charge = -1
ΔE to the lowest compared entry with this formula, charge and spin = 27.2 kcal per mole
expectation value of S² = 2.03

Last column: Löwdin spin population.
Atoms and positions in Å:
V: 1.247 0.902 -0.534  1.774
S: 2.849 0.830 -2.180  -0.013
C: 2.606 2.474 -1.703  0.012
S: 0.972 2.976 -1.583  -0.002
C: 3.686 3.330 -1.480  0.037
C: 3.499 4.719 -1.279  0.005
N: 3.376 5.861 -1.168  0.020
C: 5.017 2.859 -1.556  0.006
N: 6.104 2.471 -1.612  0.018
C: 3.261 0.428 3.521  0.000
C: 3.925 1.288 2.440  0.000
C: 4.407 0.424 1.280  0.002
C: 3.020 2.454 2.063  -0.002
C: 3.534 3.734 2.221  0.001
C: 2.723 4.852 2.140  -0.003
C: 1.358 4.657 2.063  0.000
C: 0.793 3.397 1.913  -0.002
C: -0.717 3.310 2.119  0.000
C: -1.531 3.516 0.838  0.001
C: -1.153 2.051 2.872  0.000
C: 1.655 2.290 1.717  0.011
O: 1.215 1.092 1.270  0.026
H: 3.959 -0.329 3.891  0.000
H: 2.380 -0.078 3.124  0.000
H: 2.947 1.048 4.363  0.000
H: 4.814 1.739 2.890  0.000
H: 3.576 -0.124 0.837  0.002
H: 5.141 -0.302 1.639  0.000
H: 4.880 1.025 0.508  0.000
H: 4.593 3.846 2.426  0.000
H: 3.144 5.846 2.202  0.000
H: 0.690 5.509 2.141  0.000
H: -0.957 4.155 2.773  0.000
H: -1.261 2.787 0.080  0.001
H: -1.340 4.506 0.420  0.000
H: -2.601 3.424 1.045  0.000
H: -0.926 1.157 2.304  0.000
H: -2.231 2.078 3.052  0.000
H: -0.642 1.982 3.835  0.000
C: -6.960 0.209 -2.553  0.000
C: -6.690 1.115 -1.341  0.000
C: -6.786 2.586 -1.771  0.000
C: -7.783 0.862 -0.299  0.000
C: -5.290 0.811 -0.807  0.001
C: -5.082 0.218 0.436  0.001
C: -3.808 -0.095 0.912  0.001
C: -2.740 0.210 0.105  0.000
O: -1.406 0.014 0.303  0.011
B: -0.727 0.588 -0.807  0.022
O: -1.713 1.020 -1.718  0.002
C: -2.927 0.810 -1.136  -0.002
C: -4.182 1.112 -1.611  0.001
H: -7.943 0.422 -2.981  0.000
H: -6.930 -0.840 -2.254  0.000
H: -6.207 0.360 -3.328  0.000
H: -7.806 2.816 -2.089  0.000
H: -6.117 2.810 -2.602  0.000
H: -6.529 3.243 -0.938  0.000
H: -8.751 1.136 -0.722  0.000
H: -7.620 1.467 0.595  0.000
H: -7.826 -0.190 -0.011  0.000
H: -5.924 -0.014 1.073  0.000
H: -3.664 -0.561 1.879  0.000
H: -4.288 1.582 -2.581  0.000
C: -0.275 -1.527 -3.462  0.001
Si: -0.146 -2.587 -1.889  0.005
C: -1.872 -2.807 -1.109  0.001
C: 0.280 -4.349 -2.482  0.000
As: 1.426 -1.497 -0.473  0.039
Si: 3.344 -2.603 -1.431  0.004
C: 3.238 -4.491 -1.120  0.000
C: 5.045 -2.085 -0.776  0.001
C: 3.411 -2.333 -3.309  0.002
Si: 1.131 -2.845 1.481  0.009
C: 0.282 -4.548 1.331  0.002
C: 2.838 -3.157 2.259  0.002
C: 0.048 -1.850 2.673  0.000
H: -1.313 -1.395 -3.772  0.000
H: 0.270 -1.976 -4.295  0.000
H: 0.141 -0.533 -3.282  0.001
H: -2.240 -3.824 -1.261  0.000
H: -2.590 -2.118 -1.557  0.000
H: -1.858 -2.608 -0.036  0.000
H: -0.523 -4.696 -3.135  0.000
H: 0.365 -5.051 -1.650  0.000
H: 1.214 -4.380 -3.047  0.000
H: 2.374 -4.739 -0.504  0.000
H: 4.134 -4.851 -0.611  0.000
H: 3.148 -5.037 -2.059  0.000
H: 5.119 -2.182 0.308  0.000
H: 5.265 -1.049 -1.043  0.000
H: 5.806 -2.724 -1.229  0.000
H: 2.418 -2.365 -3.762  0.000
H: 4.034 -3.090 -3.789  0.000
H: 3.838 -1.353 -3.523  0.000
H: 0.879 -5.278 0.782  0.000
H: -0.683 -4.455 0.828  0.000
H: 0.107 -4.947 2.332  0.000
H: 3.424 -3.855 1.657  0.000
H: 2.750 -3.565 3.268  0.000
H: 3.393 -2.218 2.319  0.000
H: -1.012 -2.064 2.514  0.000
H: 0.196 -0.784 2.488  0.000
H: 0.284 -2.058 3.719  0.000